(a)
This record from OMol25 describes 11 unconnected molecules or ions with the total composition C21H64N6O11. The level of theory is wB97M-V/def2-TZVPD.

Calculated values
- LUMO level: -0.19 eV
- HOMO-LUMO gap: 8.4 eV
- E_HOMO: -8.548 eV
- Charge: 0

Last column: Mulliken charge in e.
Positions of all 102 atoms, in Å:
O1 -2.450 1.222 -1.623  0.24
O2 3.504 1.330 2.292  -0.71
O3 -3.601 -1.679 -1.845  -0.69
O4 2.157 -0.217 0.473  -0.23
O5 -1.650 3.589 -4.622  -0.73
O6 -1.354 2.096 1.887  -0.54
O7 5.699 -0.976 0.607  -0.51
O8 0.965 -0.586 -4.792  -0.49
O9 3.228 -2.819 2.007  -0.62
O10 1.189 2.923 -0.849  -0.78
O11 -0.639 -3.298 3.012  -0.55
N1 -1.009 1.390 -5.360  -0.29
N2 0.183 -1.490 0.524  1.63
N3 -0.018 0.606 -0.109  2.27
N4 1.651 -4.492 2.365  -0.44
N5 -0.147 2.105 -3.508  -0.19
N6 1.653 -3.597 0.402  -0.39
C1 1.586 2.434 2.504  -0.31
C2 2.174 -0.316 -2.857  0.21
C3 -2.248 -3.271 -1.151  -1.13
C4 -4.341 1.914 -0.343  -1.13
C5 0.770 -0.368 0.318  0.20
C6 2.204 -3.661 1.574  0.43
C7 5.659 0.234 -0.140  -0.38
C8 -3.263 -1.665 0.538  -1.03
C9 -3.273 2.120 -1.387  0.95
C10 -1.574 -4.205 2.437  -0.62
C11 2.564 2.866 -1.113  -0.48
C12 -1.919 1.140 2.439  2.46
C13 -3.037 1.854 3.252  -1.92
C14 1.341 -1.151 -3.761  -0.49
C15 -2.773 -1.847 -0.915  3.06
C16 2.776 1.557 4.577  -1.54
C17 2.493 1.363 3.080  1.17
C18 -0.957 2.359 -4.513  0.78
C19 0.087 -1.719 -3.040  -1.18
C20 -2.509 3.438 -1.161  -1.39
C21 -1.032 0.211 3.331  -0.72
H1 1.247 2.202 1.514  -0.63
H2 -2.693 2.679 3.876  0.40
H3 -2.254 0.574 1.608  -1.11
H4 -3.836 2.320 -2.294  0.29
H5 3.081 3.514 -0.476  0.30
H6 -1.027 0.464 -0.334  -1.21
H7 2.114 3.395 2.407  0.46
H8 -3.487 1.235 3.951  0.43
H9 1.567 0.455 -2.414  -0.52
H10 2.922 1.820 -0.991  -0.14
H11 1.913 1.220 5.192  0.28
H12 1.911 -2.023 -4.063  0.44
H13 -3.825 2.275 2.645  0.31
H14 0.769 -2.305 0.548  -0.42
H15 0.223 1.187 -3.295  0.03
H16 -3.628 -0.661 0.536  -0.14
H17 5.827 0.105 -1.200  0.28
H18 -0.377 0.539 -5.330  0.40
H19 6.503 0.869 0.084  0.34
H20 0.832 3.713 -1.292  0.32
H21 0.976 -4.306 0.060  0.25
H22 3.120 2.636 4.713  0.32
H23 1.216 -5.321 2.043  0.25
H24 -0.790 -1.664 0.755  -1.31
H25 -3.162 4.258 -1.105  0.64
H26 -1.568 -0.265 4.183  0.44
H27 -2.560 -3.794 2.473  0.34
H28 4.730 0.756 0.009  -0.06
H29 -0.637 -0.577 2.724  -0.08
H30 -1.992 3.474 -0.180  0.04
H31 0.126 2.905 -2.869  -0.24
H32 -1.410 -3.517 -0.525  -0.24
H33 -1.824 3.644 -1.953  0.29
H34 3.120 0.056 -3.300  0.45
H35 2.736 3.063 -2.122  0.51
H36 -4.970 1.046 -0.473  0.32
H37 2.069 0.392 2.876  0.00
H38 -4.151 -2.267 0.824  0.40
H39 -3.889 1.741 0.613  -0.20
H40 0.690 2.685 3.116  0.37
H41 -2.550 -1.770 1.375  -0.21
H42 -3.389 -0.816 -2.174  0.55
H43 0.382 -2.452 -2.324  0.38
H44 5.492 -0.820 1.526  0.32
H45 2.080 -4.588 3.308  0.27
H46 -0.701 1.668 1.319  0.01
H47 -4.943 2.792 -0.299  0.53
H48 3.650 0.972 4.947  0.38
H49 -1.785 -3.356 -2.144  0.30
H50 3.270 0.920 1.450  -0.01
H51 -1.416 -4.326 1.333  0.04
H52 2.487 -0.887 -2.026  -0.01
H53 -0.454 -2.293 -3.776  0.59
H54 0.264 -3.536 2.696  0.43
H55 -1.999 -1.100 -1.014  -1.43
H56 -0.262 0.852 3.727  0.03
H57 0.463 1.473 -0.368  -0.17
H58 -1.465 -5.184 2.788  0.45
H59 -1.560 1.408 -6.189  0.21
H60 2.303 -3.097 -0.163  0.29
H61 -1.824 1.577 -2.243  -0.56
H62 1.790 -0.305 -5.152  0.41
H63 -0.589 -0.966 -2.672  0.25
H64 -2.946 -4.079 -0.988  0.40

=====

(b)
This record from OMol25 describes 11 unconnected molecules or ions with the total composition C21H64N6O11. The level of theory is wB97M-V/def2-TZVPD.

Calculated values
- LUMO level: -0.48 eV
- HOMO-LUMO gap: 9.1 eV
- E_HOMO: -9.537 eV
- Charge: 0

Last column: Mulliken charge in e.
Positions of all 102 atoms, in Å:
O1 31.485 7.831 -13.763  -0.23
O2 28.979 9.802 -10.743  -0.49
O3 25.441 13.009 -9.756  -0.76
O4 28.813 10.183 -17.383  -0.60
O5 33.791 11.853 -7.920  -0.73
O6 27.322 12.363 -13.525  -0.77
O7 29.940 14.559 -12.538  -0.44
O8 30.964 11.704 -10.817  0.81
O9 31.972 5.696 -8.850  -0.51
O10 33.437 7.517 -7.385  -0.79
O11 32.751 15.301 -10.032  -0.73
N1 31.766 14.137 -8.276  -0.38
N2 31.579 10.849 -7.831  -0.15
N3 26.533 11.267 -10.943  -0.04
N4 33.195 10.055 -6.589  -0.44
N5 30.565 14.283 -10.023  -0.41
N6 27.635 13.115 -10.710  0.16
C1 28.329 11.702 -13.777  3.36
C2 28.922 9.115 -9.489  -0.55
C3 30.680 15.524 -13.291  -0.80
C4 35.169 6.076 -7.957  -1.52
C5 30.008 4.832 -9.411  -1.92
C6 34.549 8.178 -9.223  -0.83
C7 28.858 12.380 -15.013  -1.88
C8 30.973 6.030 -9.509  1.21
C9 34.618 7.473 -7.817  0.58
C10 30.056 9.887 -17.471  0.77
C11 31.749 11.517 -12.931  -1.02
C12 31.281 6.433 -10.951  -0.90
C13 32.261 9.876 -11.128  -1.14
C14 32.868 7.569 -13.773  -0.76
C15 28.053 10.195 -13.845  -1.72
C16 31.914 11.299 -11.429  0.84
C17 32.849 10.912 -7.503  0.69
C18 30.137 8.837 -18.486  -1.82
C19 30.784 9.433 -16.235  -0.82
C20 26.532 12.490 -10.440  0.37
C21 31.702 14.615 -9.448  0.65
H1 27.603 9.989 -14.823  0.49
H2 28.715 8.100 -9.654  0.43
H3 31.053 8.469 -18.779  0.45
H4 31.672 10.032 -16.002  0.29
H5 33.086 6.587 -14.198  0.40
H6 35.646 5.908 -7.010  0.43
H7 29.302 4.941 -10.258  0.37
H8 28.952 9.672 -13.685  0.00
H9 29.203 13.420 -14.680  -0.35
H10 27.747 14.119 -10.407  0.29
H11 30.731 15.255 -14.342  0.26
H12 30.979 12.622 -10.717  -0.58
H13 32.784 11.833 -11.076  0.62
H14 31.221 8.409 -16.310  0.39
H15 35.242 8.224 -7.268  0.36
H16 32.228 6.131 -11.227  0.59
H17 29.812 13.961 -9.396  0.20
H18 31.469 12.571 -13.161  0.01
H19 30.476 14.389 -11.053  0.16
H20 30.988 10.911 -13.410  -0.31
H21 32.659 11.316 -13.466  0.79
H22 33.296 7.742 -12.835  0.15
H23 30.189 9.422 -15.339  0.13
H24 28.514 12.710 -11.050  -0.13
H25 28.909 11.953 -12.889  -1.16
H26 35.986 6.015 -8.684  0.34
H27 34.139 9.220 -9.075  0.09
H28 31.697 15.551 -12.791  0.25
H29 31.241 11.366 -8.580  -0.21
H30 30.534 10.767 -17.826  0.20
H31 29.083 14.980 -12.291  0.28
H32 32.685 14.188 -7.936  0.24
H33 27.362 10.745 -11.113  0.24
H34 32.272 6.442 -8.356  0.35
H35 27.426 9.942 -13.047  0.46
H36 35.493 8.275 -9.745  0.50
H37 29.745 10.347 -10.776  0.09
H38 29.385 4.804 -8.507  0.37
H39 30.912 10.286 -7.353  0.23
H40 30.998 7.103 -14.122  0.26
H41 32.195 9.740 -10.008  -0.68
H42 33.203 9.530 -11.581  0.73
H43 30.508 6.895 -9.018  -0.05
H44 30.214 16.491 -13.213  0.37
H45 28.186 12.449 -15.817  0.93
H46 34.039 10.297 -6.162  0.25
H47 28.731 10.819 -16.654  0.11
H48 30.700 5.982 -11.744  0.44
H49 28.338 9.539 -8.660  0.30
H50 31.251 13.404 -7.730  0.23
H51 29.904 9.232 -9.033  -0.27
H52 31.574 9.328 -11.661  0.42
H53 34.489 5.223 -8.160  0.27
H54 33.325 8.502 -7.202  0.48
H55 33.796 7.689 -9.881  -0.04
H56 29.527 7.990 -18.093  0.41
H57 29.774 11.863 -15.409  0.22
H58 31.395 7.465 -10.991  -0.32
H59 27.118 12.274 -12.602  0.30
H60 33.306 8.359 -14.364  0.27
H61 32.440 9.462 -6.065  0.30
H62 29.543 9.120 -19.383  0.37
H63 30.426 3.909 -9.551  0.49
H64 25.631 10.808 -10.739  0.22

=====

Stability summary: most stable (a), least stable (b).